(1)
148
Properties=species:S:1:pos:R:3:forces:R:3 method="wB97M-V/def2-TZVPD" e_above_lowest_ev=0.000 e_homo_ev=-10.661 charge=+1 total_energy_ha=-2658.82443 multiplicity=1 lumo_energy_ev=-2.8
Hg 2.141 -1.208 -0.080 -0.5 0.7 0.0
C -1.862 -2.322 0.670 0.0 0.0 0.7
C -1.227 -1.013 0.204 -0.5 -0.1 0.0
C -1.148 -0.007 1.343 -0.1 0.4 -0.3
O -0.017 -1.199 -0.438 0.0 -0.3 -0.6
H -1.249 -2.807 1.443 0.1 -0.1 -0.2
H -2.022 -3.007 -0.163 0.1 -0.1 0.0
H -2.821 -2.154 1.174 0.0 0.1 -0.2
H -1.970 -0.602 -0.516 0.2 0.1 0.0
H -0.479 -0.322 2.154 -0.1 -0.2 0.0
H -2.145 0.184 1.741 0.2 -0.1 0.2
H -0.775 0.934 0.928 0.1 0.0 0.1
C 4.595 0.979 2.738 0.4 -0.7 0.2
C 3.365 0.080 2.701 -0.5 0.6 -0.7
C 2.682 0.039 4.045 0.4 0.1 0.6
O 1.605 -0.874 3.995 0.0 0.1 -0.2
C 0.570 -0.581 4.911 -0.2 -0.5 0.5
N 2.380 0.566 1.654 0.9 0.6 0.9
H 5.047 1.045 1.748 -0.1 0.2 0.0
H 5.345 0.505 3.380 0.0 0.1 0.0
H 4.404 1.972 3.139 -0.2 0.1 -0.1
H 3.682 -0.914 2.374 0.0 -0.1 0.4
H 2.347 1.056 4.308 -0.2 -0.1 -0.2
H 3.363 -0.251 4.859 0.1 -0.1 -0.2
H -0.082 -1.455 4.954 -0.1 0.1 -0.2
H -0.007 0.296 4.611 0.1 0.1 0.0
H 0.957 -0.460 5.930 0.1 0.2 -0.1
H 2.676 1.545 1.454 -0.4 -0.4 -0.2
H 1.474 0.731 2.098 0.0 -0.4 -0.1
C 0.387 -6.133 -3.564 0.2 0.2 -0.2
C -0.292 -5.337 -2.460 -0.2 -0.5 -0.5
C -0.035 -5.923 -1.083 0.1 0.1 0.0
O -0.589 -7.217 -1.019 0.1 0.3 -0.3
C -0.806 -7.648 0.289 0.2 0.0 0.7
N 0.084 -3.920 -2.558 0.1 -0.1 0.8
H 0.131 -7.190 -3.553 0.0 0.0 0.3
H 1.477 -6.032 -3.483 -0.1 -0.1 0.0
H 0.100 -5.750 -4.546 0.0 0.1 0.1
H -1.374 -5.438 -2.611 0.1 0.3 0.0
H -0.507 -5.251 -0.347 0.1 -0.2 0.1
H 1.052 -5.978 -0.888 -0.1 0.1 0.1
H 0.114 -7.636 0.898 0.0 0.0 -0.2
H -1.176 -8.669 0.255 -0.1 0.0 0.0
H -1.520 -6.997 0.808 -0.1 -0.1 -0.1
H -0.309 -3.429 -1.747 0.0 0.2 -0.3
H 1.093 -3.834 -2.413 -0.1 -0.2 -0.1
C 0.277 3.657 2.126 -0.1 0.1 0.1
C 1.547 4.463 1.933 0.6 -0.9 -0.9
C 2.076 4.986 3.241 0.0 0.6 0.2
O 3.320 5.604 3.003 0.6 -0.2 0.2
C 4.065 5.815 4.191 -0.2 0.1 0.3
N 2.626 3.599 1.301 -0.6 0.9 0.9
H -0.138 3.327 1.174 0.0 0.1 0.0
H -0.482 4.245 2.648 0.0 0.0 -0.1
H 0.481 2.762 2.721 0.0 0.1 0.0
H 1.374 5.287 1.235 -0.2 0.2 0.3
H 2.169 4.165 3.967 0.1 0.0 0.0
H 1.414 5.750 3.667 -0.3 -0.2 0.0
H 4.240 4.881 4.743 0.0 0.0 -0.2
H 3.546 6.501 4.876 0.0 0.0 -0.2
H 5.023 6.256 3.931 0.0 0.0 -0.1
H 2.594 3.757 0.295 -0.1 -0.1 0.3
H 3.487 4.068 1.597 -0.2 -0.3 0.0
C -1.359 -1.374 -5.248 -0.2 0.4 -0.3
C -0.075 -0.681 -4.850 0.8 -0.2 -0.7
C -0.175 0.827 -4.895 -0.9 0.3 0.8
O -0.652 1.234 -6.140 0.0 -0.1 -0.5
C -0.540 2.623 -6.293 0.5 0.5 0.0
N 0.445 -1.090 -3.545 -0.3 0.1 0.5
H -1.227 -2.453 -5.274 0.0 -0.1 0.2
H -1.617 -1.048 -6.257 -0.2 0.0 0.1
H -2.174 -1.095 -4.575 -0.1 -0.1 0.0
H 0.664 -0.946 -5.620 0.1 0.0 0.2
H 0.772 1.335 -4.649 0.2 -0.3 -0.1
H -0.901 1.161 -4.122 0.2 -0.1 0.0
H 0.519 2.905 -6.187 -0.1 0.2 0.1
H -1.126 3.175 -5.552 0.0 0.0 0.0
H -0.848 2.937 -7.286 -0.2 -0.3 -0.1
H 0.560 -2.104 -3.521 -0.1 0.1 -0.3
H -0.311 -0.969 -2.860 0.3 0.1 0.1
C 3.651 -3.858 2.476 0.0 0.5 -0.3
C 2.218 -3.969 1.976 0.2 0.3 0.8
C 1.329 -4.514 3.088 0.2 -0.7 0.2
O 0.044 -4.741 2.582 -0.2 -0.1 -0.2
C -0.821 -5.363 3.521 0.2 0.4 0.1
N 1.704 -2.616 1.605 -0.1 -0.3 0.1
H 4.129 -4.824 2.613 -0.1 -0.1 0.0
H 3.683 -3.308 3.421 0.0 -0.1 0.0
H 4.241 -3.294 1.746 0.1 -0.1 0.1
H 2.169 -4.632 1.114 -0.2 0.1 -0.1
H 1.291 -3.843 3.963 0.1 0.2 -0.2
H 1.755 -5.464 3.463 0.0 0.2 -0.2
H -0.331 -6.229 3.979 -0.1 -0.1 -0.1
H -1.722 -5.652 2.994 0.0 -0.1 -0.1
H -1.092 -4.654 4.315 0.0 -0.1 0.0
H 1.775 -2.001 2.428 0.0 -0.2 -0.1
H 0.689 -2.710 1.474 0.2 0.1 -0.4
C -6.383 1.177 0.785 0.3 -0.2 0.1
C -5.903 0.111 1.784 -0.2 0.4 -0.7
C -5.890 -1.257 1.141 0.6 -0.1 0.2
O -7.148 -1.515 0.603 -0.3 -0.1 0.1
C -7.227 -2.755 -0.044 -0.5 -0.3 -0.4
N -4.553 0.389 2.316 -0.5 0.7 0.5
H -5.675 1.203 -0.051 -0.1 0.1 0.0
H -6.417 2.168 1.239 0.0 0.0 0.1
H -7.370 0.938 0.395 0.0 0.0 0.0
H -6.636 0.058 2.593 0.3 0.1 0.2
H -5.617 -1.984 1.923 -0.1 -0.1 -0.1
H -5.107 -1.317 0.364 -0.1 0.1 0.0
H -6.605 -2.774 -0.948 0.1 -0.1 0.1
H -8.263 -2.891 -0.357 0.1 0.1 0.0
H -6.980 -3.600 0.608 0.2 0.1 0.1
H -4.018 0.918 1.628 -0.2 -0.3 -0.3
H -4.696 1.105 3.031 0.2 -0.3 0.1
C 1.080 1.865 -1.116 -0.1 0.6 0.2
C 2.367 1.547 -1.834 -0.5 -1.3 0.0
C 3.607 2.126 -1.217 0.5 -0.5 0.2
O 3.526 3.508 -1.299 0.4 0.8 -0.4
C 4.700 4.177 -0.850 0.2 0.1 -0.1
N 2.527 0.053 -1.895 0.1 -0.4 -0.3
H 0.235 1.394 -1.615 0.0 -0.1 0.0
H 0.929 2.949 -1.117 -0.1 -0.1 -0.1
H 1.088 1.548 -0.074 0.1 -0.1 -0.2
H 2.255 1.841 -2.883 0.3 0.4 0.1
H 4.493 1.729 -1.743 0.0 0.2 -0.1
H 3.721 1.814 -0.168 -0.1 -0.1 -0.2
H 4.674 4.403 0.223 0.0 -0.2 -0.2
H 4.758 5.127 -1.376 0.0 -0.1 -0.1
H 5.587 3.574 -1.064 0.0 0.1 -0.1
H 1.759 -0.318 -2.522 0.0 0.0 0.1
H 3.376 -0.146 -2.425 0.0 -0.1 0.3
C -2.104 6.102 -2.047 -0.1 0.4 -0.1
C -1.044 5.051 -2.273 0.6 1.0 -0.1
C -1.642 3.738 -2.647 -0.1 -0.4 -0.7
O -2.619 3.357 -1.725 0.1 -0.4 0.8
C -2.941 1.993 -1.860 0.0 -0.1 -0.4
N -0.165 5.482 -3.382 0.7 -0.2 0.3
H -2.684 6.254 -2.959 -0.1 -0.1 0.0
H -1.652 7.069 -1.812 0.0 -0.1 0.1
H -2.761 5.808 -1.231 -0.1 0.1 0.0
H -0.436 4.969 -1.360 -0.3 -0.3 0.2
H -0.830 2.999 -2.733 -0.2 -0.1 0.1
H -2.115 3.792 -3.641 0.2 0.2 0.0
H -3.397 1.794 -2.842 0.1 0.0 0.1
H -3.655 1.712 -1.092 0.0 0.1 0.1
H -2.040 1.370 -1.765 -0.1 0.0 0.0
H 0.362 6.291 -3.051 -0.4 0.2 -0.2
H 0.591 4.799 -3.487 -0.4 -0.1 -0.1



(2)
160
Properties=species:S:1:pos:R:3:forces:R:3 method="wB97M-V/def2-TZVPD" e_above_lowest_ev=2.307 e_homo_ev=-8.132 smiles="COCCNCCOC.COCCNCCOC.COCCNCCOC.COCCNCCOC.COCCNCCOC.NC(N)=O.NC(N)=O.NC(N)=O.NC(N)=O.NC(N)=O" charge=0 total_energy_ha=-3340.41822 multiplicity=1 lumo_energy_ev=0.4
C -0.056 -2.484 6.707 0.7 0.4 0.9
O -1.302 -2.390 6.107 -0.6 0.4 -0.8
C -2.365 -1.917 6.908 0.0 -0.3 0.2
C -3.628 -2.025 6.088 0.1 -0.5 0.0
N -3.554 -1.156 4.918 -1.0 -0.3 0.4
C -4.696 -1.352 4.004 1.6 0.3 0.1
C -4.733 -0.195 3.043 -1.2 0.5 -1.0
O -3.637 -0.074 2.133 -0.1 -0.4 1.0
C -3.502 -1.103 1.167 -0.1 0.4 -0.3
H 0.368 -1.516 7.013 -0.2 0.2 -0.2
H 0.655 -2.912 6.002 -0.2 -0.2 0.0
H -0.110 -3.061 7.641 0.1 -0.3 -0.2
H -2.263 -0.878 7.242 0.5 0.1 -0.1
H -2.418 -2.552 7.799 -0.2 0.0 0.1
H -4.507 -1.799 6.699 0.1 0.6 0.1
H -3.801 -3.093 5.894 0.3 -0.1 -0.6
H -2.677 -1.274 4.428 0.0 -0.2 0.1
H -5.615 -1.397 4.587 -0.1 0.1 -0.1
H -4.583 -2.285 3.441 -0.3 -0.2 0.0
H -4.861 0.756 3.561 0.7 0.0 0.3
H -5.657 -0.219 2.449 -0.1 -0.5 -0.2
H -4.424 -1.178 0.581 -0.1 -0.3 0.0
H -3.216 -2.070 1.584 -0.1 0.0 0.1
H -2.709 -0.767 0.497 0.1 -0.1 0.0
C -1.391 -3.771 -0.516 -0.2 0.4 1.3
O -2.050 -5.005 -0.373 -0.4 -0.1 -0.8
C -1.239 -6.070 0.047 -0.5 -0.1 -0.1
C -2.052 -7.356 -0.143 0.8 -0.4 -0.7
N -1.164 -8.488 0.119 -0.7 -0.3 1.0
C -1.670 -9.775 -0.373 0.7 0.4 0.7
C -2.887 -10.288 0.401 -0.2 0.7 0.6
O -3.547 -11.341 -0.259 0.1 -0.2 0.2
C -2.945 -12.618 -0.054 -0.8 0.2 -0.7
H -0.485 -3.800 -1.125 0.0 -0.1 0.0
H -1.185 -3.423 0.506 0.7 0.2 -0.1
H -2.082 -3.012 -0.884 -0.1 -0.4 -0.5
H -0.909 -5.922 1.082 -0.2 -0.2 0.2
H -0.308 -6.130 -0.532 -0.1 0.0 -0.3
H -2.389 -7.487 -1.182 -0.1 0.7 -0.2
H -2.978 -7.377 0.432 0.3 0.1 0.5
H -0.259 -8.291 -0.282 0.0 -0.1 -0.1
H -0.850 -10.467 -0.174 0.0 -0.2 -0.5
H -1.888 -9.693 -1.443 -0.2 -0.4 -0.1
H -3.593 -9.480 0.613 -0.3 0.0 -0.8
H -2.652 -10.549 1.440 0.6 -0.4 -0.1
H -2.961 -12.924 0.992 0.3 0.2 0.1
H -1.960 -12.670 -0.520 0.2 0.0 0.3
H -3.585 -13.315 -0.595 0.0 -0.1 0.0
C 2.555 2.020 2.372 0.0 0.3 -0.7
O 2.188 3.330 1.920 -0.4 -0.3 0.8
C 1.068 3.806 2.646 -0.5 1.1 0.2
C 1.449 4.600 3.886 1.8 -0.6 0.3
N 2.112 5.852 3.593 -1.8 0.5 0.1
C 2.647 6.547 4.765 0.6 -1.6 -1.6
C 1.594 7.116 5.696 1.6 0.1 0.4
O 1.061 8.343 5.234 -0.2 -1.1 0.3
C 0.147 8.821 6.190 -0.8 0.9 -0.8
H 2.906 1.992 3.406 0.0 0.1 0.0
H 3.342 1.698 1.693 -0.2 -0.2 0.4
H 1.673 1.383 2.275 0.1 -0.3 0.0
H 0.383 3.027 2.993 0.1 -0.4 -0.4
H 0.518 4.460 1.965 -0.1 0.0 0.0
H 2.199 3.967 4.399 -0.1 -0.3 0.2
H 0.661 4.680 4.636 -0.4 0.3 -0.5
H 2.554 5.837 2.692 0.5 0.3 0.3
H 3.445 7.212 4.433 -0.6 0.7 0.1
H 3.255 5.778 5.265 -0.3 0.1 0.9
H 2.144 7.245 6.640 0.0 0.5 0.1
H 0.858 6.364 5.994 -0.5 0.1 -0.6
H 0.676 9.261 7.038 -0.2 -0.3 0.3
H -0.637 8.099 6.445 0.5 -0.4 0.4
H -0.455 9.599 5.708 0.4 0.3 0.0
C -2.692 4.511 -5.241 0.0 1.4 0.5
O -2.526 3.185 -4.836 -0.5 -0.5 -0.8
C -2.790 2.948 -3.469 1.4 -0.1 0.9
C -2.830 1.457 -3.206 -0.1 -0.6 -1.2
N -3.927 0.832 -3.973 0.8 0.3 0.9
C -3.679 -0.589 -4.244 -1.3 0.3 -0.8
C -2.528 -0.998 -5.177 0.6 1.2 0.5
O -1.339 -1.325 -4.468 -0.4 -0.8 -0.1
C -0.355 -1.944 -5.302 -0.9 0.5 0.3
H -2.719 4.695 -6.315 0.0 -0.9 -0.1
H -1.880 5.164 -4.894 0.2 -0.2 0.3
H -3.611 4.953 -4.841 -0.1 -0.2 0.1
H -3.648 3.511 -3.095 -0.3 -0.2 -0.2
H -1.906 3.260 -2.899 -0.1 0.5 0.2
H -2.816 1.216 -2.142 -0.5 0.2 0.1
H -1.906 1.006 -3.595 0.4 0.4 0.1
H -3.932 1.396 -4.818 -0.3 -0.5 -0.3
H -4.590 -0.874 -4.778 0.0 -0.4 0.0
H -3.721 -1.129 -3.299 0.4 -0.1 0.0
H -2.258 -0.118 -5.777 -0.3 0.0 -0.3
H -2.832 -1.783 -5.874 0.0 -0.3 0.2
H -0.114 -1.228 -6.092 0.5 -0.1 0.0
H -0.789 -2.835 -5.763 0.1 -0.1 0.0
H 0.464 -2.198 -4.635 0.2 0.1 -0.2
C 1.204 7.215 -5.660 0.9 0.7 0.9
O 1.873 6.002 -5.431 -0.6 -1.6 -0.2
C 3.192 6.015 -4.978 1.7 0.8 0.3
C 3.318 6.483 -3.505 -1.7 0.1 -1.4
N 2.531 5.657 -2.594 1.4 -0.5 0.5
C 3.226 4.400 -2.264 -1.8 -0.4 0.3
C 2.236 3.644 -1.349 0.3 0.2 0.6
O 0.977 3.332 -1.965 1.1 0.3 0.2
C 1.079 2.432 -3.046 -1.1 -0.4 -0.5
H 1.768 7.843 -6.357 -0.2 -0.1 -0.3
H 1.148 7.797 -4.732 -0.2 0.0 0.0
H 0.181 7.029 -5.973 0.2 -0.3 -0.3
H 3.819 6.629 -5.640 -0.1 0.6 0.1
H 3.727 5.067 -5.080 -1.0 -0.6 -0.2
H 2.870 7.478 -3.571 0.3 0.2 0.7
H 4.351 6.562 -3.177 0.0 0.0 0.0
H 1.634 5.342 -2.946 -0.1 0.6 -0.4
H 4.151 4.578 -1.717 0.0 0.1 -0.1
H 3.399 3.787 -3.156 0.5 0.0 0.0
H 2.021 4.326 -0.527 -0.3 0.0 0.0
H 2.647 2.764 -0.848 0.1 -0.2 -0.4
H 0.058 2.333 -3.423 0.1 0.2 -0.3
H 1.325 1.392 -2.804 0.5 0.2 0.5
H 1.718 2.809 -3.846 0.0 0.0 0.0
C 3.496 -5.107 -1.951 -0.7 0.9 -0.2
O 3.551 -4.703 -0.784 -0.2 0.0 -1.1
N 2.893 -4.466 -2.991 -0.1 0.8 0.6
N 4.051 -6.284 -2.310 0.6 -0.6 0.9
H 2.902 -4.843 -3.917 0.1 -0.1 0.0
H 2.451 -3.557 -2.851 0.0 -0.2 0.3
H 4.244 -6.833 -1.484 0.2 -0.4 -0.6
H 3.842 -6.687 -3.201 0.0 -0.4 0.1
C 4.855 1.302 -0.279 0.0 0.6 1.2
O 4.579 0.435 0.545 0.2 0.2 -0.7
N 5.244 2.558 0.105 0.3 0.2 -0.3
N 4.749 1.147 -1.617 -0.1 -0.5 0.2
H 5.354 3.286 -0.577 0.1 0.0 0.0
H 5.493 2.800 1.046 -0.1 -0.4 0.1
H 4.156 0.379 -1.889 0.2 0.2 -0.5
H 4.987 1.914 -2.215 -0.3 -0.2 -0.4
C 0.854 -1.290 -1.550 -0.1 1.5 -0.3
O 1.393 -2.153 -2.264 0.2 0.2 0.7
N 1.402 -0.660 -0.468 1.0 -0.9 -0.5
N -0.303 -0.706 -1.884 -1.5 -0.8 -1.1
H 2.380 -0.820 -0.312 -0.2 -0.1 0.6
H 0.825 -0.170 0.192 0.0 0.2 0.0
H -0.806 -1.085 -2.685 0.2 0.1 0.3
H -0.706 0.087 -1.398 0.4 -0.2 0.2
C 3.577 -2.874 2.175 -0.8 0.0 2.2
O 3.474 -2.383 3.310 0.4 0.3 -1.0
N 3.475 -4.229 2.030 0.3 -0.1 -1.0
N 3.728 -2.212 1.012 0.1 0.3 -1.1
H 3.440 -4.544 1.061 -0.1 -0.5 0.6
H 3.001 -4.711 2.769 0.0 -0.1 0.0
H 3.961 -1.234 0.884 0.1 -0.2 0.8
H 3.484 -2.709 0.169 0.3 -0.2 0.0
C -1.471 2.229 0.427 -1.3 0.2 0.7
O -1.038 1.183 -0.056 0.1 0.2 0.0
N -1.106 3.472 0.037 0.7 -0.3 -0.3
N -2.450 2.235 1.389 0.2 0.0 -0.4
H -0.291 3.560 -0.557 -0.1 0.1 -0.1
H -1.558 4.272 0.432 0.0 0.1 0.0
H -2.579 3.084 1.904 -0.3 0.0 0.0
H -3.091 1.444 1.521 0.7 0.2 0.3